1.
ORCA calculation (ωB97M-V with the def2-TZVPD basis set) on a molecular structure, C33H36ClCsI2N4O3P at a distorted geometry.

Geometry as XYZ:
```
81
Properties=species:S:1:pos:R:3:forces:R:3
Cs -7.345 -19.677 4.184 0.346 0.655 -0.015
C -10.366 -13.953 3.811 0.244 0.007 -0.961
N -10.294 -15.354 4.173 0.052 0.054 -0.101
C -11.525 -16.080 4.303 -0.454 -0.563 0.496
C -9.145 -15.991 4.377 0.307 -0.755 0.825
O -9.045 -17.174 4.747 -0.607 0.813 -0.694
C -7.895 -15.163 4.231 -0.102 -0.187 -0.565
O -6.847 -16.064 4.239 -0.204 -0.427 -0.036
C -5.662 -15.373 4.150 -0.061 -0.311 -0.325
C -4.546 -16.378 4.211 -0.270 0.150 0.296
O -4.762 -17.575 4.321 0.113 -0.137 -0.197
N -3.335 -15.817 4.203 -0.793 0.365 -0.152
C -2.209 -16.641 4.275 1.708 -1.122 0.288
C -3.109 -14.408 4.129 0.231 0.879 -0.619
H -10.524 -13.869 2.717 -0.049 0.172 0.526
H -9.455 -13.429 4.071 0.083 0.026 -0.002
H -11.157 -13.444 4.337 -0.458 -0.050 0.170
H -12.271 -15.652 3.639 -0.049 -0.108 -0.077
H -11.876 -16.015 5.341 -0.140 -0.034 -0.150
H -11.355 -17.145 4.084 -0.133 0.449 -0.033
H -7.827 -14.457 5.059 0.014 0.182 0.270
H -7.868 -14.579 3.297 -0.207 -0.063 0.109
H -5.593 -14.688 4.979 0.201 0.493 0.516
H -5.611 -14.782 3.227 -0.010 -0.008 -0.125
H -2.414 -17.486 4.926 0.033 -0.126 0.003
H -1.371 -16.078 4.698 -0.078 -0.129 -0.150
H -1.927 -17.035 3.295 0.122 0.001 -0.032
H -4.035 -13.852 4.025 0.169 0.056 0.223
H -2.517 -14.136 3.243 0.028 -0.224 0.210
H -2.571 -14.074 5.013 0.012 0.164 0.118
I -9.779 -20.856 6.603 -0.070 -0.161 0.233
C -9.601 -19.142 7.827 0.445 0.501 0.241
I -7.707 -18.060 7.789 -0.650 -0.544 -0.021
H -9.743 -19.439 8.863 -0.010 -0.017 -0.248
H -10.375 -18.463 7.491 0.121 0.103 0.060
Cl -4.812 -21.663 5.597 0.290 -0.182 -0.304
C -3.673 -22.496 4.537 0.454 -0.405 0.639
C -2.786 -23.396 5.146 -0.288 0.329 0.006
C -1.893 -24.115 4.359 -0.259 -0.165 1.166
C -1.866 -23.964 2.993 0.074 0.175 -0.682
C -2.698 -23.030 2.423 -0.763 0.167 0.027
C -3.632 -22.293 3.173 0.526 0.149 -0.482
P -4.705 -21.098 2.313 -0.166 -0.151 0.012
C -5.714 -22.289 1.348 -1.000 -0.119 -0.183
C -5.720 -22.458 -0.043 -0.134 0.159 0.398
C -6.694 -23.254 -0.651 -0.143 -0.220 0.626
C -7.679 -23.892 0.100 0.346 0.168 0.088
C -7.685 -23.737 1.491 0.284 -0.029 -0.765
C -6.728 -22.940 2.100 0.390 0.033 -0.852
C -3.637 -20.212 1.124 0.135 0.721 0.078
C -4.314 -19.309 0.278 0.803 0.219 -0.250
C -3.602 -18.353 -0.455 -0.282 -0.349 0.779
C -2.229 -18.252 -0.301 0.060 0.228 -0.734
C -1.553 -19.106 0.547 0.815 0.261 0.415
C -2.244 -20.062 1.279 -0.440 -0.526 0.179
H -2.812 -23.506 6.234 0.040 -0.069 -0.459
H -1.250 -24.821 4.861 0.145 -0.075 -0.057
H -1.220 -24.548 2.349 0.090 0.006 0.216
H -2.709 -22.865 1.357 0.158 -0.115 -0.183
H -4.992 -21.928 -0.650 0.001 -0.138 0.017
H -6.684 -23.423 -1.706 0.103 0.124 -0.547
H -8.421 -24.515 -0.402 0.194 0.160 0.208
H -8.435 -24.262 2.050 -0.169 -0.024 0.399
H -6.752 -22.835 3.165 0.065 0.092 0.562
H -5.390 -19.292 0.204 -0.236 -0.227 0.087
H -4.130 -17.610 -1.032 -0.108 -0.097 -0.276
H -1.687 -17.512 -0.892 -0.079 -0.140 0.319
H -0.471 -18.934 0.693 -0.707 -0.418 -0.071
H -1.726 -20.700 2.003 -0.089 0.323 -0.354
N -12.568 -16.493 0.940 -0.264 0.274 0.237
C -11.893 -17.419 0.931 -0.217 0.615 -0.316
C -11.013 -18.514 0.808 0.522 -1.170 -0.186
C -11.282 -19.561 -0.087 -0.225 -0.207 0.169
C -10.384 -20.622 -0.123 0.102 0.237 -0.274
C -9.239 -20.549 0.663 -0.026 -0.231 0.354
N -8.988 -19.563 1.540 0.010 -0.197 -0.499
C -9.857 -18.570 1.601 -0.578 0.096 -0.614
H -12.188 -19.579 -0.716 0.569 0.179 0.473
H -10.551 -21.475 -0.785 0.129 0.320 0.244
H -8.494 -21.340 0.636 -0.110 0.039 -0.070
H -9.647 -17.743 2.257 0.099 0.079 0.379
```
Positions in Å, forces in eV/Å.

Calculated values
- Electronic energy: -85464.180 eV
- Orbital gap: 0.2957 Ha
- Charge: +1
- Energy relative to the best compared isomer or geometry (same formula, charge and spin): 0.0 kcal per mole



2.
ORCA calculation (ωB97M-V with the def2-TZVPD basis set) on a molecular structure, C40H60BBaF4N4O16 at a distorted geometry.

Geometry as XYZ:
```
126
Properties=species:S:1:pos:R:3:forces:R:3
Ba 2.859 -3.666 -0.290 -1.225 0.630 -0.867
B 0.084 -0.244 -0.657 -0.462 0.745 -1.374
F -0.146 -1.585 -0.768 -0.081 -3.563 1.198
F -0.510 0.379 0.378 -0.791 0.315 1.739
F 1.433 -0.057 -0.630 3.115 -0.074 0.720
F -0.363 0.211 -1.847 -1.009 1.654 -2.093
C 1.129 3.294 3.838 -0.651 0.088 1.061
C 2.259 3.246 4.664 -0.759 -0.287 -0.069
C 2.190 3.643 5.998 -0.648 -0.268 0.301
C 0.942 4.044 6.532 -0.370 0.221 -0.456
C -0.185 4.114 5.732 0.240 -0.051 -1.347
C -0.071 3.776 4.362 0.261 -0.551 0.783
N 0.782 4.521 7.952 -0.107 0.256 -0.155
O 1.830 4.830 8.476 -0.098 -0.113 0.429
O -0.334 4.648 8.467 1.370 -0.495 -1.059
H 1.108 2.818 2.869 0.275 0.308 -0.250
H 3.119 2.746 4.243 0.419 0.292 0.294
H 3.051 3.506 6.635 -0.030 0.289 0.124
H -1.148 4.443 6.093 0.117 -0.010 0.333
H -0.960 3.730 3.750 -0.089 0.260 -0.035
C -6.104 -2.630 -0.527 -2.039 -0.427 -0.467
C -7.000 -3.275 -1.385 -0.323 0.695 0.574
C -6.682 -3.528 -2.683 1.090 -0.747 -1.534
C -5.409 -3.181 -3.191 -0.508 0.508 2.389
C -4.539 -2.503 -2.322 0.395 -0.568 -1.877
C -4.906 -2.239 -1.039 0.678 0.699 1.407
N -4.983 -3.659 -4.480 -1.113 -1.634 -0.858
O -5.736 -4.473 -5.030 0.558 0.870 0.350
O -3.909 -3.345 -4.926 0.592 0.555 0.054
H -6.514 -2.391 0.443 0.627 0.117 0.306
H -8.017 -3.477 -1.083 0.049 -0.233 0.309
H -7.361 -4.105 -3.293 -0.024 0.211 -0.208
H -3.545 -2.189 -2.605 -0.015 -0.086 -0.448
H -4.214 -1.696 -0.412 0.130 0.063 0.040
C -2.497 4.851 0.006 -0.903 -0.138 0.449
C -1.301 5.510 -0.088 1.001 0.296 -0.400
C -1.111 6.826 0.307 -1.231 0.824 0.178
C -2.202 7.503 0.855 -1.170 -1.264 -0.735
C -3.476 6.829 0.919 1.006 1.458 0.326
C -3.622 5.517 0.537 1.127 -0.020 -0.342
N -2.040 8.949 1.174 -1.434 -0.263 0.560
O -0.948 9.414 1.087 1.981 0.235 -0.422
O -2.995 9.608 1.540 -0.676 -0.704 -0.130
H -2.553 3.834 -0.354 -0.145 -0.090 0.022
H -0.441 5.065 -0.568 -0.082 -0.442 -0.020
H -0.218 7.370 0.036 0.156 -0.089 0.405
H -4.387 7.328 1.215 0.280 0.467 0.301
H -4.609 5.091 0.634 0.113 -0.322 -0.182
C -2.255 0.655 8.289 -0.150 -0.712 0.621
C -1.897 0.229 7.015 -1.408 1.398 -0.714
C -2.824 0.453 5.954 0.180 -0.512 0.372
C -4.110 0.905 6.239 -0.084 -0.191 2.714
C -4.502 1.058 7.606 0.420 -0.048 0.420
C -3.580 0.927 8.672 0.556 0.410 -2.557
N -5.138 1.115 5.214 -1.912 0.772 -1.022
O -4.935 0.737 4.082 1.334 -0.652 -0.283
O -6.212 1.673 5.463 1.403 -0.382 1.284
H -1.480 0.702 9.040 0.055 -0.237 0.188
H -0.889 -0.127 6.865 -0.020 0.097 -0.371
H -2.587 0.247 4.921 0.167 -0.027 -0.050
H -5.518 1.283 7.895 -0.168 0.126 -0.495
H -3.801 1.130 9.709 -0.328 0.006 -0.132
C 1.249 -1.902 3.245 -0.789 -0.114 0.594
O 0.998 -3.126 2.580 0.482 -1.277 -0.577
C -0.323 -3.626 2.861 -0.910 0.736 -0.934
C -0.567 -5.007 2.251 0.929 0.494 0.498
O -0.282 -4.928 0.841 -0.308 -0.818 -0.283
C -1.405 -5.405 0.059 -0.735 0.309 0.258
H 2.180 -1.436 2.922 -0.161 -0.118 -0.314
H 1.325 -2.105 4.313 0.069 0.148 0.203
H 0.378 -1.269 3.073 0.285 0.537 -0.053
H -1.029 -2.947 2.382 -0.055 0.250 -0.343
H -0.600 -3.521 3.910 0.514 -0.571 0.354
H -1.558 -5.414 2.452 -0.316 0.632 -0.170
H 0.058 -5.717 2.793 0.619 -0.281 -0.519
H -1.674 -6.443 0.254 0.465 -0.198 0.190
H -1.319 -5.286 -1.021 0.858 0.179 0.159
H -2.297 -4.831 0.311 -0.002 0.233 0.176
C -0.496 2.427 -7.133 -0.994 -0.687 -0.295
O -0.337 3.795 -7.010 0.450 1.348 1.514
C 0.328 4.142 -5.795 0.892 0.511 -0.468
C 0.843 5.580 -5.732 0.779 0.284 0.817
O -0.106 6.548 -5.464 -2.562 0.476 0.321
C 0.399 7.819 -5.152 0.638 0.164 -1.202
H 0.386 1.889 -7.481 0.294 0.183 -0.361
H -1.336 2.347 -7.824 0.218 -0.596 -0.200
H -0.784 1.920 -6.212 -0.203 0.187 0.363
H 1.185 3.475 -5.698 0.589 0.091 -0.168
H -0.172 3.956 -4.844 -1.109 -0.069 -0.256
H 1.446 5.936 -6.567 0.187 -0.531 -0.453
H 1.440 5.672 -4.825 1.035 -0.885 0.033
H 1.049 7.915 -4.282 -0.228 -0.564 0.611
H -0.403 8.556 -5.106 -0.094 -0.354 0.105
H 1.062 8.099 -5.970 0.102 0.433 -0.335
C 2.962 -1.914 -4.400 -0.671 0.877 -0.232
O 2.708 -3.203 -3.927 -0.714 -2.154 0.780
C 1.403 -3.785 -4.344 1.512 1.591 -0.812
C 1.383 -5.311 -4.296 -0.345 0.933 0.666
O 1.824 -5.729 -3.007 0.661 -1.822 1.123
C 2.048 -7.212 -2.788 0.649 2.078 -0.963
H 2.045 -1.328 -4.323 -0.034 0.353 -0.028
H 3.292 -1.887 -5.439 0.050 -0.234 -0.133
H 3.716 -1.425 -3.784 0.059 -0.217 0.062
H 1.250 -3.477 -5.378 0.172 -0.358 -0.440
H 0.627 -3.175 -3.882 -0.270 -0.684 0.909
H 1.960 -5.716 -5.127 0.345 -0.133 0.239
H 0.338 -5.585 -4.437 -0.143 -0.237 -0.119
H 2.506 -7.333 -1.807 -0.930 0.155 0.429
H 2.896 -7.543 -3.388 -0.305 0.054 -0.755
H 1.149 -7.787 -3.009 0.089 0.074 0.354
C 6.652 -1.023 -0.153 0.350 -0.741 0.218
O 6.310 -2.061 -1.053 -0.162 -0.957 -1.004
C 7.488 -2.677 -1.611 0.637 -0.599 1.112
C 7.230 -3.898 -2.501 -1.226 0.917 0.362
O 6.203 -4.709 -1.861 0.816 0.485 0.019
C 6.633 -6.039 -1.612 -0.314 -0.535 -1.136
H 5.775 -0.803 0.455 -0.168 0.636 -0.556
H 7.109 -0.215 -0.724 -0.301 0.425 0.437
H 7.351 -1.409 0.588 0.496 0.052 -0.029
H 8.083 -3.017 -0.764 0.100 -0.129 0.325
H 8.149 -1.971 -2.114 -0.315 0.338 -0.346
H 8.123 -4.486 -2.717 0.184 0.116 0.522
H 6.945 -3.505 -3.476 -0.810 -0.424 -0.118
H 6.529 -6.583 -2.551 -0.095 -0.359 -0.072
H 5.977 -6.516 -0.884 0.088 0.189 0.147
H 7.681 -6.178 -1.345 0.012 0.509 0.470
```
Positions in Å, forces in eV/Å.

Calculated values
- Electronic energy: -93395.381 eV
- Orbital gap: 0.2209 Ha
- Charge: +1
- Energy relative to the best compared isomer or geometry (same formula, charge and spin): 202.0 kcal per mole



3.
ORCA calculation (ωB97M-V with the def2-TZVPD basis set) on a single C8H12 molecule at a distorted geometry.

Geometry as XYZ:
```
20
Properties=species:S:1:pos:R:3:forces:R:3
C -0.570 1.294 1.051 -0.579 4.227 -1.603
C -0.284 0.502 -0.372 2.687 1.938 3.885
C 1.293 0.948 -0.735 2.382 -0.061 1.052
C 2.103 0.042 -0.092 -7.093 -1.068 -1.444
C 1.304 -1.273 0.420 -1.007 4.940 3.221
C -0.149 -0.945 -0.027 2.001 -1.250 -4.312
C -1.662 -0.989 0.252 0.753 3.666 -0.533
C -1.700 0.262 -0.778 -0.420 -1.334 -5.319
H 0.064 1.157 1.919 0.481 -0.507 -0.184
H -1.707 1.311 1.500 2.833 0.170 -1.592
H -0.214 2.470 0.611 -1.584 -3.052 1.812
H 2.065 1.861 -1.038 -3.298 -1.573 0.304
H 3.068 0.158 0.145 3.555 0.375 0.429
H 1.896 -2.064 0.028 -0.320 -1.397 0.435
H 1.186 -1.016 1.575 1.248 -1.609 -1.784
H -0.142 -1.372 -1.157 -0.113 0.327 2.151
H -2.198 -0.529 1.055 0.400 -0.877 1.363
H -2.011 -1.837 -0.154 -2.109 -2.911 -0.906
H -2.417 1.145 -0.961 0.809 -1.594 1.064
H -1.608 -0.327 -1.837 -0.625 1.593 1.960
```
Positions in Å, forces in eV/Å.

Calculated values
- Electronic energy: -8483.632 eV
- Orbital gap: 0.3742 Ha
- Energy relative to the best compared isomer or geometry (same formula, charge and spin): 137.2 kcal per mole